--- A ---
Here is C3H9IN2 in the gas phase from the OMol25 dataset. Energies are from ωB97M-V/def2-TZVPD.

Last column: Löwdin charge in e.
Element x y z (Å)
C -1.6249 0.3679 1.4964  -0.10
C -1.0951 0.7950 0.1069  -0.15
C 0.1178 -0.4663 -0.4013  -0.70
I -0.5467 -1.5815 -2.2042  0.58
N 1.2583 0.2381 -0.5780  -0.29
N 2.4490 -0.3789 -0.6512  -0.02
H -2.5753 0.6971 1.8112  0.06
H -0.9493 0.8356 2.1325  0.05
H -1.5201 -0.6492 1.5484  0.04
H -0.4098 1.6812 -0.2476  0.12
H -1.9072 0.7616 -0.6273  0.05
H 0.4044 -1.4247 0.1678  0.07
H 1.2311 1.0268 -1.1715  0.11
H 2.6064 -0.9254 0.1768  0.07
H 2.5617 -0.9773 -1.5588  0.11

- SMILES string = CC[C@@H](I)NN
- molar mass (g/mol) = 200.02
- gap between HOMO and LUMO (Ha) = 0.344

---

--- B ---
Here is C3H9IN2 in the gas phase from the OMol25 dataset. Energies are from ωB97M-V/def2-TZVPD.

Last column: Löwdin charge in e.
Element x y z (Å)
C 0.8314 0.2994 1.2286  -0.07
C -0.3625 -0.3716 0.4919  -0.55
C -0.0063 -1.0545 -0.8543  -0.09
N -1.2567 0.7526 0.3710  -0.38
N -0.9523 1.5937 -0.6077  -0.03
I -3.4695 -0.0823 0.0441  0.34
H 1.5657 -0.4677 1.5864  0.08
H 1.3562 1.1118 0.4963  0.12
H 0.4121 0.9336 2.0052  0.06
H -0.7254 -1.1281 1.1099  0.09
H 0.4961 -0.2737 -1.6116  0.11
H -0.9372 -1.5320 -1.1749  0.03
H 0.7035 -1.9810 -0.7441  0.11
H -0.7010 1.3216 -1.5305  0.07
H -1.4408 2.5052 -0.6949  0.13

- SMILES string = CC(C)N(N)I
- molar mass (g/mol) = 200.02
- gap between HOMO and LUMO (spin up / spin down) (Ha) = 0.289 / 0.289

---

Stability comparison, relative energies in hartree: A 0.0142; B 0.0000

---

--- A ---
Here is CH3ClFP in the gas phase from the OMol25 dataset. Energies are from ωB97M-V/def2-TZVPD.

Last column: Löwdin charge in e.
Element x y z (Å)
F 1.3840 -0.0905 -1.2232  -0.13
C 0.1861 -0.7547 -1.2637  -0.35
P 0.0339 -1.7403 0.6780  0.34
Cl -1.5728 -2.7854 0.4188  0.10
H -0.6357 -0.1252 -1.5090  0.05
H 0.3252 -1.5286 -1.9973  0.05
H -0.5330 -0.4736 1.4635  -0.06

- SMILES string = FCPCl
- molar mass (g/mol) = 100.46
- gap between HOMO and LUMO (Ha) = 0.373

---

--- B ---
Here is 2 unconnected molecules or ions with the total composition CH3ClFP from the OMol25 dataset. Energies are from ωB97M-V/def2-TZVPD.

Last column: Löwdin charge in e.
Element x y z (Å)
C -0.6153 0.5603 -0.1254  -0.35
F 1.6076 0.4213 1.1728  -0.37
P 0.2173 -0.4023 1.1828  0.96
Cl 1.1800 -2.8163 -1.0589  -0.34
H 0.0874 1.2384 -0.6083  0.04
H -1.4461 1.1247 0.3002  0.03
H -1.0309 -0.1261 -0.8633  0.03

- molar mass (g/mol) = 100.46
- gap between HOMO and LUMO (spin up / spin down) (Ha) = 0.296 / 0.212

---

Stability comparison, relative energies in hartree: A 0.0000; B 0.0139

---

--- A ---
Here is 2 unconnected molecules or ions with the total composition CH9N6 from the OMol25 dataset. Energies are from ωB97M-V/def2-TZVPD.

Last column: Löwdin charge in e.
Element x y z (Å)
C -0.8881 0.5359 -0.0169  -0.38
N -0.6418 -0.7824 0.0700  0.03
N 0.1608 1.4085 0.0245  0.17
N -2.1529 1.0201 -0.0830  0.22
N 2.8690 0.3105 0.0081  -0.02
N 2.7420 -0.8826 -0.1036  0.03
N -1.8004 -1.6335 0.0103  0.08
H 1.1592 1.2440 0.1504  0.05
H 0.1308 2.3878 -0.3325  0.15
H -2.8812 0.4069 -0.3217  0.09
H -2.4766 1.8523 0.3004  0.11
H 0.3511 -0.9178 0.1354  0.11
H 3.5625 0.7722 0.5393  0.07
H 3.5060 -1.3856 0.3829  0.08
H -1.5860 -2.5996 0.2153  0.10
H -2.0545 -1.7367 -0.9788  0.11

- molar mass (g/mol) = 105.12
- gap between HOMO and LUMO (Ha) = 0.375
- charge = +1

---

--- B ---
Here is a gas-phase ion, CH9N6 (charge +1) from the OMol25 dataset. Energies are from ωB97M-V/def2-TZVPD.

Last column: Löwdin charge in e.
Element x y z (Å)
N 0.2272 -0.5313 -2.5292  0.10
N 0.0061 0.2871 -1.5801  0.05
N 0.3699 -0.1108 -0.2076  -0.07
N 0.8718 -1.4130 -0.1533  0.10
C -0.5050 0.5550 1.0525  -0.38
N 0.1806 0.2390 2.2155  0.18
N -0.7401 1.8043 0.4813  0.09
H -0.1563 -0.2898 -3.4348  0.15
H 0.3706 -1.5750 -2.3270  0.15
H 0.7781 -1.7215 0.7953  0.09
H 0.5502 -2.0473 -0.8545  0.06
H -1.3953 0.0437 0.9001  0.13
H -0.3198 -0.3439 2.7587  0.07
H 0.7311 0.9874 2.4816  0.09
H -0.0091 2.4415 0.8718  0.13
H -0.9599 1.6744 -0.4700  0.05

- SMILES string = N/N=[N+](\N)C(N)N
- molar mass (g/mol) = 105.12
- gap between HOMO and LUMO (spin up / spin down) (Ha) = 0.321 / 0.321
- charge = +1

---

Stability comparison, relative energies in hartree: A 0.0000; B 0.0886

---

--- A ---
Here is C7H14N in the gas phase from the OMol25 dataset. Energies are from ωB97M-V/def2-TZVPD.

Last column: Löwdin charge in e.
Element x y z (Å)
C -2.4112 0.1066 -0.3063  -0.28
C -1.3086 -0.9462 -0.2308  -0.26
C 0.0099 -0.3651 -0.7504  -0.25
C 3.7059 1.1177 1.6094  0.03
C 2.8469 0.0974 1.6624  -0.23
C 1.9350 -0.4312 0.7415  -0.18
C 0.8169 0.1728 0.3771  -0.14
N -2.9894 0.3033 -1.7110  0.03
H -3.1277 -0.0651 0.5783  0.12
H -1.8114 1.0229 0.1019  0.12
H -1.4964 -1.8335 -0.8135  0.08
H -1.2013 -1.4114 0.8537  0.16
H -0.0465 0.4020 -1.5496  0.10
H 0.6086 -1.2331 -1.1276  0.11
H 4.4361 1.3400 2.3542  0.05
H 3.6636 1.6647 0.7048  0.05
H 3.0270 -0.6592 2.4408  0.11
H 2.2442 -1.3895 0.2393  0.14
H 0.6221 1.2122 0.8924  0.16
H -4.0332 0.5197 -1.7020  0.03
H -3.0025 -0.6252 -2.2154  0.05
H -2.4879 1.0004 -2.1491  0.00

- 2S+1 = 2
- molar mass (g/mol) = 112.20
- gap between HOMO and LUMO (spin up / spin down) (Ha) = 0.172 / 0.372

---

--- B ---
Here is C7H14N in the gas phase from the OMol25 dataset. Energies are from ωB97M-V/def2-TZVPD.

Last column: Löwdin charge in e.
Element x y z (Å)
C -1.8690 0.8015 0.6143  -0.29
C -0.3594 0.7234 0.9621  -0.18
C 0.4395 -0.3029 0.2340  -0.25
C 0.7274 -1.5597 1.0071  -0.07
C 2.2326 -0.7122 -1.3690  0.05
C 1.2473 0.0930 -0.8692  -0.34
C 0.8289 1.3088 -1.6808  -0.06
N -2.6604 -0.3462 0.9734  0.00
H -1.7378 0.9821 -0.4820  0.10
H -2.3551 1.6183 1.1512  0.11
H -0.3495 0.5231 2.0720  0.12
H 0.1696 1.7248 0.6822  0.13
H -0.1848 -2.1709 1.2079  0.08
H 1.0838 -1.3627 2.0341  0.09
H 2.3249 -1.7463 -1.0019  0.05
H 2.8047 -0.4377 -2.2737  0.07
H 1.3702 1.3700 -2.6143  0.07
H 1.1716 2.1754 -1.0872  0.08
H -0.2350 1.3299 -1.9298  0.07
H -3.6406 -0.2212 1.1447  0.06
H 1.3482 -2.3062 0.5355  0.05
H -2.4943 -1.1620 0.3977  0.07

- 2S+1 = 2
- molar mass (g/mol) = 112.20
- gap between HOMO and LUMO (spin up / spin down) (Ha) = 0.298 / 0.328

---

Stability comparison, relative energies in hartree: A 0.1281; B 0.0000